Record 1
84
Properties=species:S:1:pos:R:3 method="wB97M-V/def2-TZVPD" e_homo_ev=-11.9 spin_multiplicity=1 homo_lumo_gap_ev=5.9 charge=+2 e_above_lowest_ev=0.0000
La 0.50303 1.73235 -0.58781
Cl -2.71697 -0.58396 -7.43805
C -2.01827 0.17276 -6.09434
C -1.72413 -0.50581 -4.90299
C -1.10943 0.18174 -3.85038
Cl -0.45299 -0.72908 -2.39584
C -0.84161 1.59344 -3.87055
O -0.32799 2.30327 -2.92766
C -1.19291 2.26620 -5.11739
Cl -0.81610 3.87935 -5.37073
C -1.74356 1.57820 -6.19190
H -1.99972 -1.56272 -4.77491
H -2.02071 2.11189 -7.11554
C -0.35756 -2.89012 2.25444
N -0.25569 -1.73934 1.38030
P 1.23646 -1.40514 0.54564
C 2.55176 -1.68835 1.76475
C 2.98706 -0.60272 2.56603
C 3.94284 -0.75569 3.59513
C 4.54437 -2.01705 3.76129
C 4.18432 -3.07405 2.95467
C 3.21955 -2.92247 1.95326
C 1.53874 -2.74044 -0.58747
C 2.78344 -2.66295 -1.22680
C 3.08392 -3.47596 -2.31058
C 2.14390 -4.38007 -2.77175
C 0.90948 -4.51799 -2.11089
C 0.59435 -3.66345 -1.06049
P -1.33934 -0.35985 1.36706
C -1.85964 -0.21015 3.08671
C -3.23010 -0.14595 3.42066
C -3.63234 -0.00256 4.74041
C -2.69635 0.29021 5.71492
C -1.32543 0.23832 5.41241
C -0.92235 0.01251 4.11722
C -2.84045 -0.91650 0.54518
C -3.42853 -2.19152 0.59076
C -4.44535 -2.50986 -0.34024
C -4.92655 -1.54667 -1.23361
C -4.39535 -0.24887 -1.25608
C -3.35113 0.04560 -0.36604
H -0.04021 -2.61209 3.27843
H 0.30275 -3.70418 1.88908
H -1.40508 -3.21762 2.27335
H 2.54763 0.37884 2.44151
H 4.17273 0.05880 4.27911
H 5.36054 -2.14000 4.47686
H 4.69654 -4.02868 3.12937
H 2.96727 -3.79418 1.34516
H 3.52033 -1.94868 -0.87288
H 4.09396 -3.41887 -2.75441
H 2.38165 -4.93534 -3.66934
H 0.16458 -5.22225 -2.49487
H -0.38365 -3.74476 -0.64684
H -3.97601 -0.22356 2.64220
H -4.69548 -0.10926 4.98790
H -3.03431 0.56631 6.72970
H -0.57476 0.38528 6.18944
H 0.14771 0.01234 3.88113
H -3.05530 -2.91442 1.30284
H -4.82275 -3.55025 -0.40311
H -5.73179 -1.83247 -1.93803
H -4.72352 0.52344 -1.96203
H -2.92470 1.03931 -0.41674
C 4.32304 1.54647 -1.86310
C 3.78305 2.84408 -1.40030
N 2.54345 2.98192 -0.94361
C 2.23751 4.34755 -0.65938
C 3.32618 5.17587 -0.94224
S 4.70999 4.35923 -1.53671
C 0.90524 4.76908 -0.18879
C 0.53645 6.08612 -0.02338
S -1.09962 6.26591 0.44072
C -1.27246 4.49286 0.46152
N -0.14201 3.86983 0.11536
C -2.48780 3.77845 0.88849
H 3.60683 0.73897 -1.58177
H 5.31515 1.29935 -1.41169
H 4.34500 1.56455 -2.96822
H 3.34738 6.25998 -0.80703
H 1.15406 6.99868 -0.14219
H -2.77895 4.04310 1.93344
H -2.29176 2.68823 0.90989
H -3.30155 3.96550 0.16236

Record 2
86
Properties=species:S:1:pos:R:3 method="wB97M-V/def2-TZVPD" e_homo_ev="-15.8 / -16.1" spin_multiplicity=4 homo_lumo_gap_ev="6.6 / 5.2" charge=+3 s2=3.78 e_above_lowest_ev=1.8614
W -0.63778 -0.32887 -1.21372
O -0.86168 -4.30482 -3.39130
C -0.92728 -3.19104 -2.70783
O -0.50229 -2.10610 -3.02716
C -1.69560 -3.30300 -1.40871
C -2.37783 -4.41936 -1.01935
C -3.27051 -4.31975 0.05969
C -3.50889 -3.07815 0.59922
C -2.75550 -2.00623 0.14570
N -1.78546 -2.13498 -0.75682
C -3.04948 -0.56981 0.49726
O -3.84390 -0.20251 1.29600
O -2.29492 0.21970 -0.28325
H -0.43919 -4.16555 -4.25554
H -2.25233 -5.34190 -1.57235
H -3.81347 -5.19027 0.40870
H -4.28008 -2.89978 1.33873
C 3.06493 0.24885 -3.69313
C 1.96777 -0.15174 -2.76170
N 0.75869 0.26955 -2.77181
N 0.30965 0.95211 -3.87816
C -1.00954 1.02838 -4.16687
N -1.34201 1.66261 -5.27609
S -2.18978 0.39731 -3.14237
C 2.22663 -1.15380 -1.72329
C 3.45864 -1.74487 -1.55848
C 3.58960 -2.81672 -0.68769
C 2.45886 -3.26976 -0.03708
C 1.27218 -2.58767 -0.20692
N 1.15476 -1.51656 -0.99974
H 2.81335 1.02287 -4.40950
H 3.42489 -0.61723 -4.25308
H 3.90626 0.62967 -3.10932
H 0.99581 1.23997 -4.55528
H -0.66968 2.01198 -5.94346
H -2.31796 1.74033 -5.52330
H 4.31337 -1.37912 -2.11308
H 4.54885 -3.29684 -0.53780
H 2.49043 -4.13828 0.60788
H 0.38118 -2.89511 0.30973
C -1.04167 4.58586 2.59373
C 0.27926 4.18618 2.44065
C 0.57647 2.88692 2.04912
C -0.45465 1.96143 1.83250
C -1.78737 2.38293 1.97656
C -2.07550 3.67733 2.37613
Ge -0.00461 0.13056 1.43294
C 1.91183 -0.06285 1.68593
C 2.38329 -0.84887 2.74126
C 3.73859 -0.86451 3.04722
C 4.63376 -0.10375 2.30646
C 4.17847 0.67846 1.24925
C 2.82719 0.68244 0.93078
C -0.91389 -1.02016 2.68105
C -0.64381 -2.39648 2.74911
C -1.27222 -3.20695 3.68182
C -2.21515 -2.65911 4.54412
C -2.47784 -1.29769 4.50857
C -1.83177 -0.48150 3.59007
H -1.26930 5.60473 2.88078
H 1.08428 4.88295 2.64136
H 1.61270 2.59187 1.97102
H -2.61229 1.70371 1.80711
H -3.10628 3.98136 2.51408
H 1.69503 -1.41953 3.35330
H 4.09268 -1.46101 3.87919
H 5.68592 -0.11039 2.56038
H 4.87619 1.29391 0.69216
H 2.47839 1.30326 0.11410
H 0.09477 -2.84715 2.10393
H -1.02542 -4.26055 3.74397
H -2.73417 -3.29269 5.25258
H -3.18854 -0.86420 5.19995
H -2.02301 0.58046 3.61537
N -3.82364 5.36590 -0.66337
C -2.82846 4.83131 -0.87564
C -1.57638 4.15619 -1.11601
C -0.40863 4.84645 -1.39808
C 0.74966 4.10744 -1.57882
C 0.68837 2.73655 -1.47448
N -0.44303 2.06005 -1.21486
C -1.55552 2.77295 -1.04002
H -0.40942 5.92697 -1.46759
H 1.69744 4.58770 -1.78311
H 1.59130 2.15782 -1.59148
H -2.46372 2.24017 -0.82181